(1)
{
  "formula": "C14H33ClN4O10",
  "method": "ωB97M-V/def2-TZVPD",
  "homo_ev": -0.271,
  "gap_ha": 0.06764,
  "e_above_lowest_kcal_mol": 274.60,
  "total_charge": -2,
  "e_lumo_ev": 1.6,
  "e_tot_ha": -1984.1447,
  "symbols": ["N", "H", "H", "H", "H", "N", "H", "H", "H", "H", "N", "H", "H", "H", "H", "C", "C", "C", "O", "C", "C", "C", "O", "O", "O", "H", "H", "O", "C", "C", "O", "H", "H", "H", "H", "Cl", "O", "O", "O", "O", "C", "C", "N", "C", "C", "C", "C", "H", "H", "H", "H", "H", "H", "H", "H", "H", "H", "H", "H", "H", "H", "H"],
  "xyz": [[-1.18500, -7.88548, 0.60163], [-2.04892, -7.41117, 0.82245], [-1.02260, -8.56556, 1.33048], [-0.42755, -7.22329, 0.69030], [-1.21812, -8.29083, -0.32287], [0.04315, -2.44649, -0.73757], [-0.33016, -1.97795, 0.07558], [0.63806, -1.85161, -1.29640], [-0.65913, -2.89868, -1.30540], [0.62324, -3.14989, -0.30303], [5.91234, -4.51498, 0.76138], [5.01423, -4.79379, 1.12984], [6.48211, -4.35729, 1.58028], [5.80068, -3.70420, 0.16954], [6.28086, -5.24451, 0.16801], [-5.68865, -1.63024, -1.30092], [-6.53159, -1.02543, -0.42260], [-6.78279, -1.63324, 0.98582], [-7.29904, -0.98507, 1.98434], [-6.29792, -2.84144, 1.31484], [-5.40116, -3.55650, 0.37916], [-4.96595, -2.83114, -0.97028], [-3.98051, -3.27125, -1.60068], [-4.90252, -4.64827, 0.63451], [-7.05618, 0.08261, -0.81279], [-5.44373, -1.12840, -2.22534], [-6.49606, -3.30731, 2.26883], [1.66435, -4.65873, 2.26610], [1.30519, -4.18561, 3.58170], [1.19591, -2.57023, 3.90879], [0.17555, -1.70215, 3.35496], [2.02099, -4.62114, 4.27886], [0.38619, -4.62684, 3.96753], [2.17127, -2.14300, 3.67586], [1.24411, -2.40262, 4.98475], [5.18931, -0.02498, -2.27378], [5.46230, 1.30628, -2.73563], [4.85697, -0.02919, -0.86817], [4.04506, -0.67549, -2.82843], [6.37509, -0.83235, -2.40287], [-0.01943, 8.02276, -1.39150], [0.08608, 7.02590, -0.17698], [0.37320, 5.62208, -0.53796], [-0.73377, 5.12854, -1.32213], [-0.83206, 3.59651, -1.34787], [1.64028, 5.42126, -1.25786], [2.82007, 5.78262, -0.34814], [-0.66107, 7.59094, -2.15958], [0.94547, 8.13278, -1.88645], [-0.47083, 8.97075, -1.09886], [0.85994, 7.36769, 0.51034], [-0.85781, 7.08354, 0.36510], [-1.75411, 5.38976, -1.04146], [-0.76309, 5.48539, -2.35164], [0.02808, 3.18224, -1.87384], [-0.96192, 3.13905, -0.36707], [-1.66606, 3.31538, -1.99091], [1.68129, 5.99467, -2.18394], [1.77570, 4.38444, -1.56571], [3.76783, 5.48647, -0.79775], [2.68270, 5.26731, 0.60249], [2.91022, 6.86716, -0.28711]],
  "nbo_charge": [-0.8922, 0.4747, 0.4333, 0.4627, 0.4332, -0.8655, 0.4867, 0.4403, 0.4501, 0.4582, -0.9232, 0.4625, 0.4362, 0.4698, 0.4207, -0.5359, 0.4006, 0.3799, -0.7266, -0.5167, 0.4335, 0.4249, -0.7595, -0.7219, -0.7115, 0.1865, 0.1921, -1.0422, -0.0941, -0.0884, -0.9281, 0.0742, 0.1036, 0.0844, 0.0972, 2.5569, -0.8446, -0.9154, -0.8856, -0.9101, -0.6470, -0.2081, -0.4407, -0.2299, -0.6063, -0.2197, -0.6182, 0.2052, 0.1980, 0.2053, 0.1892, 0.1969, 0.2026, 0.1503, 0.1929, 0.2261, 0.2091, 0.1534, 0.2138, 0.2134, 0.2258, 0.1872]
}



(2)
{
  "formula": "C2H3N3O",
  "method": "ωB97M-V/def2-TZVPD",
  "homo_ev": -8.973,
  "smiles": "C1=NN1.N=C=O",
  "gap_ha": 0.35294,
  "e_above_lowest_kcal_mol": 89.45,
  "e_lumo_ev": 0.6,
  "e_tot_ha": -317.3898,
  "symbols": ["C", "N", "N", "H", "H", "N", "C", "O", "H"],
  "xyz": [[1.74040, -0.02584, 0.43866], [2.48035, 0.75165, -0.18649], [2.39024, -0.66891, -0.65992], [1.25134, -0.13936, 1.37571], [3.15205, -1.25468, -0.49007], [-3.39540, 0.70348, -0.26242], [-2.42167, 0.18464, 0.18143], [-1.45748, -0.17166, 0.75338], [-3.73984, 0.62068, -1.15028]],
  "nbo_charge": [0.1985, -0.2100, -0.5389, 0.2220, 0.3279, -0.7470, 0.8679, -0.5310, 0.4106]
}



(3)
{
  "formula": "C4H14N2O2",
  "method": "ωB97M-V/def2-TZVPD",
  "homo_ev": -9.124,
  "smiles": "CCC/N=C\\N.O.O",
  "gap_ha": 0.35331,
  "e_above_lowest_kcal_mol": 29.90,
  "e_lumo_ev": 0.5,
  "e_tot_ha": -420.7575,
  "symbols": ["C", "C", "C", "N", "C", "N", "H", "H", "H", "H", "H", "H", "H", "H", "H", "H", "O", "H", "H", "O", "H", "H"],
  "xyz": [[-0.70458, -2.56948, -0.64960], [-1.16574, -1.45744, 0.27477], [-0.71663, -0.05579, -0.19777], [-1.12128, 1.04520, 0.64036], [-0.37055, 1.45473, 1.56667], [0.76493, 0.82371, 2.05267], [-0.58387, -3.49333, -0.09192], [-1.38057, -2.67078, -1.50180], [0.25455, -2.39917, -1.14016], [-2.25255, -1.41052, 0.33014], [-0.80798, -1.56412, 1.29884], [-1.11735, 0.03040, -1.20713], [0.37891, 0.01152, -0.26714], [-0.61572, 2.39620, 2.04244], [1.11260, -0.03067, 1.64728], [1.26211, 1.29165, 2.77973], [-0.25243, 2.61911, -2.07099], [-0.60014, 1.84003, -2.51241], [0.37005, 2.60792, -1.36353], [2.68567, 0.76358, -0.72362], [2.62921, 0.72756, 0.23269], [2.23136, 0.03968, -1.13950]],
  "nbo_charge": [-0.6163, -0.4082, -0.2326, -0.4837, 0.2761, -0.8622, 0.2177, 0.2116, 0.1960, 0.2129, 0.1901, 0.1845, 0.1433, 0.1759, 0.3913, 0.3975, -0.9800, 0.4875, 0.4953, -0.9437, 0.4725, 0.4746]
}



(4)
{
  "formula": "CH6ClNSi",
  "method": "ωB97M-V/def2-TZVPD",
  "homo_ev": [-9.091, -7.054],
  "gap_ha": [0.33385, 0.26511],
  "e_above_lowest_kcal_mol": 102.68,
  "e_lumo_ev": [0.0, 0.2],
  "e_tot_ha": -846.0567,
  "symbols": ["C", "N", "Si", "Cl", "H", "H", "H", "H", "H", "H"],
  "xyz": [[2.08949, 1.57932, 0.19716], [-1.46102, -1.66148, 0.61985], [-1.01019, -0.42430, -0.42102], [-2.74562, 0.57711, -0.73843], [2.81064, 0.90844, 0.55596], [1.96521, 1.53125, -0.81434], [2.17578, 2.54433, 0.52618], [-1.15094, -2.60903, 0.78481], [-2.37036, -1.75081, 0.98784], [-0.30299, -0.69484, -1.69800]],
  "nbo_charge": [-0.4929, -1.3273, 1.1594, -0.4083, 0.1533, 0.1470, 0.1518, 0.4104, 0.4048, -0.1982]
}



(5)
{
  "formula": "C6H7Br2NO2S",
  "method": "ωB97M-V/def2-TZVPD",
  "homo_ev": -9.527,
  "gap_ha": 0.34268,
  "e_above_lowest_kcal_mol": 0.00,
  "e_lumo_ev": -0.2,
  "e_tot_ha": -5984.1801,
  "symbols": ["C", "C", "C", "C", "C", "C", "N", "O", "O", "S", "Br", "Br", "H", "H", "H", "H", "H", "H", "H"],
  "xyz": [[-1.74403, 0.48420, 3.31060], [0.64009, -0.18865, 0.03391], [0.95462, -0.44810, -2.32657], [-2.20507, 0.49133, 1.98708], [1.17751, 0.53952, 1.27729], [-1.42030, 2.08233, 1.11689], [-1.61880, 0.77340, 4.42878], [-0.09553, -1.18996, 0.15302], [1.16170, 0.23566, -1.16700], [0.34230, 2.10862, 1.57314], [-1.74265, 1.83591, -0.80656], [-2.22831, 3.73791, 1.66131], [1.93557, -0.83772, -2.53306], [0.95217, 0.28529, -3.26258], [0.26139, -1.29464, -2.25561], [-3.29941, 0.53555, 2.06862], [-1.90385, -0.27494, 1.26845], [2.20835, 0.77638, 1.01267], [1.16734, -0.00769, 2.23899]],
  "nbo_charge": [0.2286, 0.7977, -0.2796, -0.4848, -0.6499, -0.4158, -0.2799, -0.6066, -0.5086, 0.2914, 0.0692, 0.1556, 0.1867, 0.2048, 0.2219, 0.2597, 0.2784, 0.2675, 0.2635]
}



(6)
{
  "formula": "C4H8O2",
  "method": "ωB97M-V/def2-TZVPD",
  "homo_ev": -7.575,
  "gap_ha": 0.30191,
  "e_above_lowest_kcal_mol": 121.30,
  "e_lumo_ev": 0.6,
  "e_tot_ha": -307.5191,
  "symbols": ["C", "O", "C", "C", "O", "C", "H", "H", "H", "H", "H", "H", "H", "H"],
  "xyz": [[0.83111, -0.72606, 1.21711], [1.26253, 1.14253, -0.77442], [0.01833, 0.89504, -1.03635], [-0.30915, -0.65779, -1.03227], [-0.44112, -0.58379, 0.48692], [-0.88486, 0.86298, 0.26961], [0.62975, -1.43134, 2.02400], [1.59265, -1.08501, 0.52990], [1.15275, 0.24998, 1.57030], [-0.48466, 1.42554, -1.88106], [0.48530, -1.35576, -1.29650], [-1.29591, -0.99564, -1.36540], [-0.58461, 1.46988, 1.12424], [-1.97211, 0.78944, 0.16392]],
  "nbo_charge": [-0.2470, -0.8660, 0.1333, -0.0993, -0.3701, -0.0996, 0.1905, 0.2273, 0.2338, 0.1082, 0.2043, 0.1899, 0.2047, 0.1900]
}